{"formula": "C44H77BrN11Pd", "method": "the ωB97M-V functional and the def2-TZVPD basis", "symbols": ["Pd", "Br", "C", "C", "C", "C", "N", "H", "H", "H", "H", "H", "H", "H", "C", "C", "C", "C", "N", "H", "H", "H", "H", "H", "H", "H", "C", "C", "C", "C", "N", "H", "H", "H", "H", "H", "H", "H", "C", "C", "C", "C", "N", "H", "H", "H", "H", "H", "H", "H", "C", "C", "C", "C", "N", "H", "H", "H", "H", "H", "H", "H", "C", "C", "C", "C", "N", "H", "H", "H", "H", "H", "H", "H", "C", "C", "C", "C", "N", "H", "H", "H", "H", "H", "H", "H", "C", "C", "C", "C", "N", "H", "H", "H", "H", "H", "H", "H", "C", "C", "C", "C", "N", "H", "H", "H", "H", "H", "H", "H", "C", "C", "C", "C", "N", "H", "H", "H", "H", "H", "H", "H", "C", "C", "C", "C", "N", "H", "H", "H", "H", "H", "H", "H"], "xyz": [[0.425, -0.055, 0.522], [-0.949, -0.162, 2.676], [-0.212, -3.893, 2.296], [-0.173, -5.310, 1.720], [1.210, -5.910, 1.758], [2.117, -5.240, 0.809], [2.899, -4.755, 0.082], [-1.111, -3.299, 2.134], [0.603, -3.393, 1.773], [0.012, -3.819, 3.360], [-0.555, -5.243, 0.701], [-0.867, -5.906, 2.314], [1.267, -6.998, 1.723], [1.713, -5.590, 2.671], [4.603, 1.639, -3.121], [3.881, 0.757, -4.106], [2.325, 0.757, -3.892], [1.899, 0.279, -2.603], [1.523, -0.111, -1.577], [5.661, 1.394, -3.209], [4.282, 1.528, -2.086], [4.481, 2.692, -3.375], [4.180, -0.269, -3.891], [4.189, 1.019, -5.118], [1.927, 0.088, -4.655], [1.874, 1.740, -4.031], [-3.921, -1.116, -1.360], [-4.502, -2.276, -0.580], [-5.220, -3.382, -1.448], [-4.392, -3.865, -2.580], [-3.755, -4.273, -3.433], [-4.726, -0.517, -1.786], [-3.440, -1.505, -2.257], [-3.213, -0.504, -0.801], [-5.205, -1.989, 0.202], [-3.705, -2.796, -0.049], [-6.126, -2.873, -1.778], [-5.553, -4.233, -0.854], [5.156, 2.489, 2.733], [5.202, 2.618, 1.182], [3.939, 3.164, 0.525], [2.753, 2.365, 0.852], [1.796, 1.741, 1.102], [6.189, 2.377, 3.063], [4.610, 1.588, 3.015], [4.702, 3.336, 3.247], [5.543, 1.673, 0.759], [5.999, 3.282, 0.846], [4.029, 3.160, -0.561], [3.790, 4.212, 0.785], [-1.395, 4.591, 3.884], [-0.768, 5.020, 2.538], [-1.133, 4.077, 1.370], [-2.550, 4.026, 1.033], [-3.635, 4.061, 0.680], [-1.112, 5.193, 4.747], [-1.013, 3.604, 4.143], [-2.473, 4.437, 3.845], [0.313, 5.146, 2.597], [-1.200, 6.004, 2.352], [-0.763, 3.080, 1.611], [-0.643, 4.338, 0.432], [1.492, -3.565, -3.040], [0.448, -4.477, -2.497], [-0.932, -3.768, -2.234], [-0.788, -2.730, -1.211], [-0.622, -1.868, -0.406], [1.872, -2.883, -2.280], [1.162, -2.966, -3.889], [2.355, -4.108, -3.425], [0.790, -4.917, -1.560], [0.284, -5.314, -3.175], [-1.660, -4.498, -1.878], [-1.215, -3.252, -3.151], [-5.271, 0.373, 4.228], [-4.832, 1.457, 3.187], [-4.853, 0.896, 1.738], [-6.161, 0.419, 1.226], [-7.143, 0.009, 0.803], [-6.276, 0.037, 3.970], [-5.390, 0.778, 5.234], [-4.757, -0.587, 4.192], [-3.851, 1.818, 3.496], [-5.480, 2.330, 3.257], [-4.167, 0.049, 1.733], [-4.462, 1.582, 0.986], [-0.481, -0.205, -7.999], [-1.873, 0.182, -7.431], [-1.741, 0.996, -6.121], [-1.190, 0.290, -4.963], [-0.779, -0.236, -4.053], [0.098, -0.927, -7.423], [0.210, 0.632, -8.100], [-0.657, -0.628, -8.988], [-2.499, -0.697, -7.280], [-2.236, 0.832, -8.228], [-2.721, 1.394, -5.857], [-1.089, 1.859, -6.265], [3.381, 1.132, 5.924], [2.062, 0.594, 5.316], [0.946, 1.662, 5.328], [0.664, 2.288, 6.631], [0.447, 2.737, 7.659], [4.201, 0.459, 5.674], [3.348, 1.286, 7.002], [3.628, 2.106, 5.502], [1.701, -0.299, 5.828], [2.241, 0.354, 4.268], [0.026, 1.195, 4.976], [1.280, 2.491, 4.703], [-4.401, 3.042, -3.982], [-3.650, 2.307, -2.831], [-2.201, 2.732, -2.558], [-1.502, 1.980, -1.493], [-1.022, 1.437, -0.601], [-3.793, 3.016, -4.886], [-4.669, 4.077, -3.768], [-5.305, 2.476, -4.205], [-3.485, 1.260, -3.083], [-4.144, 2.502, -1.879], [-2.184, 3.752, -2.173], [-1.590, 2.785, -3.458], [5.214, -1.528, 3.859], [5.600, -1.934, 2.428], [4.505, -2.719, 1.691], [3.262, -1.919, 1.475], [2.297, -1.296, 1.306], [6.012, -0.910, 4.271], [5.057, -2.418, 4.468], [4.311, -0.919, 3.873], [6.486, -2.568, 2.403], [5.808, -1.045, 1.832], [4.202, -3.602, 2.254], [4.898, -3.018, 0.719]], "forces_ev_per_a": [[0.019, -0.209, -0.046], [0.107, 0.115, -0.249], [0.965, 0.301, -0.327], [-1.482, 0.527, 0.664], [0.931, 0.872, 0.268], [1.825, 0.301, -2.205], [-1.988, -0.983, 1.728], [-0.083, -0.372, -0.228], [-0.044, 0.650, 0.106], [0.026, -0.345, 0.082], [-0.003, -0.344, -0.103], [0.067, -0.413, -0.251], [0.015, 0.132, -0.396], [-0.306, -0.363, 0.688], [0.492, 0.526, -0.177], [-0.962, -0.415, 1.233], [0.987, 0.120, -1.370], [-0.637, -0.924, 1.974], [0.726, 0.905, -1.329], [0.100, 0.240, 0.323], [-0.014, -0.350, -0.005], [0.032, 0.110, -0.035], [0.140, -0.129, -0.354], [-0.451, -0.109, -0.038], [-0.401, 0.031, 0.103], [0.057, 0.108, -0.113], [-0.657, -0.242, -0.795], [0.352, -1.559, 0.383], [0.273, 1.328, 0.132], [-1.343, 0.557, 1.359], [0.625, -0.287, -0.805], [-0.110, 0.379, 0.322], [0.526, -0.043, 0.034], [-0.152, -0.065, 0.058], [-0.098, 0.228, -0.194], [0.283, 0.067, 0.109], [-0.071, -0.360, -0.645], [0.236, 0.040, 0.074], [0.243, -0.125, -1.008], [0.583, 0.236, 0.537], [-0.109, -0.418, -0.115], [-2.268, -0.994, 0.620], [2.117, 1.185, -0.776], [-0.111, 0.010, 0.257], [-0.066, -0.002, 0.057], [0.065, 0.105, -0.162], [-0.527, -0.275, -0.072], [0.059, 0.320, 0.371], [0.036, -0.103, -0.088], [-0.231, -0.075, 0.302], [0.794, -1.220, -0.130], [-1.299, 0.589, 0.364], [0.576, -0.104, 0.461], [0.814, 0.111, 0.368], [-0.923, -0.143, -0.299], [-0.174, 0.422, -0.326], [0.101, -0.283, -0.004], [-0.059, 0.474, -0.153], [-0.022, -0.208, 0.049], [0.249, 0.189, -0.396], [-0.247, -0.256, 0.003], [0.246, 0.278, 0.057], [1.005, 0.680, -0.421], [-1.006, -0.318, 0.538], [1.321, -0.188, 0.129], [0.842, 3.640, 3.283], [-0.535, -3.462, -3.304], [-0.060, 0.082, 0.070], [-0.372, 0.089, -0.004], [0.022, -0.231, 0.207], [0.046, -0.007, 0.001], [-0.287, 0.081, -0.062], [-0.174, 0.193, -0.357], [-0.508, -0.210, 0.046], [-1.146, 0.351, -0.969], [-0.520, -0.786, 0.564], [0.244, -0.124, 0.279], [0.912, 0.324, 0.721], [-0.361, -0.133, -0.207], [-0.378, 0.231, -0.114], [0.520, -0.091, -0.003], [0.813, 0.397, 0.177], [0.277, -0.138, -0.593], [-0.202, -0.098, 0.020], [-0.004, -0.247, -0.142], [-0.011, 0.304, 0.213], [-0.205, -0.469, 0.101], [1.976, 0.257, 0.119], [-0.354, 0.118, -0.393], [-1.282, 1.004, -2.388], [1.036, -1.287, 2.196], [-0.365, -0.278, 0.221], [-0.351, 0.384, -0.128], [0.280, -0.043, -0.019], [-0.059, 0.161, -0.153], [-0.753, 0.023, 0.416], [-0.013, -0.044, 0.226], [0.019, 0.103, -0.244], [-0.351, -0.234, -0.267], [0.314, 0.918, 0.649], [0.301, -0.067, 0.356], [0.320, -0.867, -0.531], [-0.127, 0.383, 0.556], [0.052, 0.001, 0.219], [-0.152, -0.230, 0.004], [-0.032, 0.083, -0.186], [0.171, -0.059, -0.010], [-0.164, -0.175, -0.069], [-0.008, 0.365, -0.307], [-0.330, -0.059, -0.438], [0.773, -0.688, 0.422], [0.571, 0.308, -0.129], [0.495, 1.280, 0.211], [-0.520, -0.215, -0.180], [0.227, -0.158, -0.325], [0.020, 0.181, -0.094], [0.109, -0.102, 0.166], [-0.068, 0.139, 0.096], [-1.017, -0.269, 0.204], [-0.434, -0.693, -0.085], [-0.084, 0.301, 0.026], [0.132, -0.391, -0.028], [0.358, -0.062, -0.630], [-0.614, 0.185, 0.149], [-0.423, 0.648, 0.100], [-0.777, 0.512, -0.254], [1.187, -0.806, 0.117], [0.002, -0.172, 0.235], [0.031, 0.122, 0.162], [-0.128, -0.101, -0.076], [0.066, 0.109, 0.158], [0.200, 0.086, 0.007], [0.081, -0.097, -0.122], [-0.373, -0.181, -0.024]], "multiplicity": 3, "homo_energy_ha": [-0.412, -0.408], "total_charge": 1, "lumo_ev": [-2.0, -3.5], "homo_lumo_gap_ev": [9.18, 7.63]}